Density functional theory data (wB97M-V/def2-TZVPD) for a 2-piece molecular cluster, BrF2H2PSi overall.

Lowest unoccupied orbital energy (Eh): -0.0110
Max |F| (Eh/bohr): 0.0277
HOMO-LUMO gap (eV): 9.27
DFT total energy (eV): -92678.4089

```
7
Properties=species:S:1:pos:R:3:forces:R:3
F -0.728 2.830 1.263 -0.856 0.782 0.206
F 1.134 1.678 0.651 0.933 -0.073 -0.433
Si 0.594 3.180 0.437 -0.073 -0.752 0.240
P -0.643 -2.365 -0.268 -0.527 -0.626 -0.431
Br -0.932 -0.531 -1.535 -0.117 -0.290 -0.623
H 0.241 -1.566 0.395 1.050 -0.087 0.956
H 0.335 -3.227 -0.942 -0.411 1.047 0.085
```
Forces are in eV/Å.